No. 1
Formula: C36H23BiClF5O6PS
Source: OMol25
Level of theory: ωB97M-V/def2-TZVPD

Positions of all 74 atoms, in Å:
Bi: -12.230 -3.502 -14.101
C: -12.648 -9.910 -12.832
C: -13.040 -8.974 -13.788
C: -12.268 -7.870 -14.072
C: -11.051 -7.712 -13.333
C: -10.529 -8.731 -12.541
C: -11.400 -9.831 -12.246
P: -10.519 -5.963 -13.241
C: -8.790 -5.952 -13.612
C: -7.926 -4.893 -13.259
C: -6.582 -5.012 -13.501
C: -6.129 -6.089 -14.242
C: -6.988 -7.114 -14.611
C: -8.356 -6.988 -14.425
C: -10.712 -5.571 -11.519
C: -9.782 -6.089 -10.644
C: -10.004 -5.986 -9.263
C: -11.053 -5.290 -8.741
C: -11.956 -4.639 -9.620
C: -12.975 -3.862 -9.024
C: -13.825 -3.206 -9.855
C: -13.721 -3.386 -11.208
C: -12.730 -4.118 -11.893
C: -11.847 -4.784 -11.067
H: -13.299 -10.678 -12.510
H: -13.974 -9.050 -14.376
H: -12.491 -7.193 -14.861
H: -9.562 -8.651 -12.000
H: -11.116 -10.502 -11.450
H: -8.345 -3.920 -12.919
H: -5.884 -4.200 -13.102
H: -5.154 -6.160 -14.611
H: -6.691 -8.079 -14.981
H: -9.003 -7.700 -14.932
H: -8.911 -6.526 -11.125
H: -9.372 -6.580 -8.592
H: -11.233 -5.162 -7.672
H: -12.958 -3.815 -7.975
H: -14.560 -2.523 -9.424
H: -14.445 -2.878 -11.825
F: -19.471 -1.972 -14.086
C: -18.291 -2.637 -14.246
C: -17.707 -3.333 -13.171
F: -18.319 -3.418 -11.976
C: -16.582 -4.083 -13.459
F: -16.166 -5.014 -12.518
C: -15.882 -4.011 -14.687
S: -14.479 -5.009 -14.992
C: -16.407 -3.156 -15.653
F: -15.758 -2.857 -16.774
C: -17.697 -2.600 -15.495
F: -18.316 -2.022 -16.566
C: -9.164 -0.413 -15.424
C: -9.666 -1.867 -15.567
O: -10.039 -2.439 -14.465
C: -9.640 -2.555 -16.848
C: -8.585 -2.273 -17.768
C: -8.555 -2.920 -18.997
C: -9.576 -3.801 -19.328
C: -10.617 -4.132 -18.467
C: -10.712 -3.535 -17.198
O: -11.750 -3.808 -16.447
H: -8.097 -0.395 -15.182
H: -9.746 0.037 -14.621
H: -9.264 0.106 -16.409
H: -7.802 -1.567 -17.467
H: -7.745 -2.750 -19.746
H: -9.524 -4.343 -20.247
H: -11.498 -4.641 -18.832
O: -12.638 0.859 -14.162
Cl: -12.816 -0.495 -13.698
O: -14.163 -0.700 -13.160
O: -12.737 -1.363 -14.993
O: -11.771 -0.911 -12.772

Charge: -1
Lowest unoccupied orbital energy in eV: 2.22
Strongest force on any atom in eV Å⁻¹: 3.6
Calculated total energy in eV: -102055.3192
Gap between HOMO and LUMO in eV: 7.134
E_HOMO in eV: -4.913

Mulliken population analysis, charges in e, atoms 1 to 5: 2.493, -0.582, -0.541, -0.525, -0.005


No. 2
Formula: C36H24BCl3F2N7OTc
Source: OMol25
Level of theory: ωB97M-V/def2-TZVPD

Positions of all 75 atoms, in Å:
Tc: -0.033 -0.128 -0.648
C: -3.533 2.150 -0.073
C: -2.564 1.738 -0.930
N: -1.195 1.745 -0.575
C: -0.990 2.200 0.768
C: -2.035 2.588 1.562
N: -3.318 2.592 1.185
C: 0.382 2.055 1.235
C: 1.081 2.924 2.059
C: 2.434 2.706 2.308
C: 3.062 1.650 1.633
C: 2.317 0.813 0.825
N: 0.987 0.976 0.710
C: 2.811 -0.311 0.023
C: 4.132 -0.755 -0.003
N: 4.521 -1.784 -0.733
C: 3.597 -2.392 -1.466
C: 2.279 -1.970 -1.486
N: 1.881 -0.936 -0.738
C: 3.205 3.591 3.217
C: 4.479 3.243 3.662
C: 5.153 4.094 4.523
N: 4.658 5.244 4.959
C: 3.447 5.578 4.537
C: 2.686 4.799 3.680
H: -4.560 2.135 -0.412
H: -2.780 1.419 -1.937
H: -1.825 2.880 2.584
H: 0.562 3.781 2.458
H: 4.127 1.506 1.710
H: 4.890 -0.255 0.585
H: 3.908 -3.241 -2.060
H: 1.528 -2.450 -2.098
H: 4.963 2.321 3.380
H: 6.142 3.831 4.879
H: 3.055 6.522 4.897
H: 1.717 5.167 3.384
Cl: 2.070 -0.392 -7.448
C: 1.688 0.136 -5.850
C: 0.641 -0.474 -5.170
C: 0.369 -0.033 -3.891
Cl: -0.925 -0.801 -2.986
C: 1.085 0.983 -3.272
O: 0.801 1.365 -1.995
C: 2.134 1.565 -3.981
Cl: 3.061 2.808 -3.238
C: 2.436 1.146 -5.269
H: 0.065 -1.263 -5.629
H: 3.248 1.609 -5.809
C: 0.313 -3.719 3.749
C: -0.829 -4.058 3.042
C: -1.208 -3.335 1.923
C: -0.439 -2.251 1.491
C: 0.710 -1.918 2.204
C: 1.081 -2.644 3.322
N: -0.821 -1.498 0.330
C: -2.111 -1.892 -0.183
C: -2.220 -2.939 -1.091
C: -3.465 -3.273 -1.597
C: -4.596 -2.577 -1.190
C: -4.485 -1.553 -0.262
C: -3.241 -1.211 0.250
H: 0.600 -4.282 4.625
H: -1.437 -4.892 3.364
H: -2.104 -3.620 1.394
H: 1.308 -1.078 1.913
H: 1.972 -2.364 3.867
H: -1.336 -3.489 -1.388
H: -3.555 -4.083 -2.307
H: -5.563 -2.843 -1.592
H: -5.364 -1.019 0.071
H: -3.142 -0.427 0.990
F: 0.331 3.558 -1.200
B: -0.254 2.458 -1.728
F: -0.977 2.656 -2.862

Charge: +1
Lowest unoccupied orbital energy (alpha / beta) in eV: -4.11 / -4.02
Multiplicity: 2
Strongest force on any atom in eV Å⁻¹: 0.9
Calculated total energy in eV: -96076.5123
Gap between HOMO and LUMO (alpha / beta) in eV: 5.863 / 6.969
E_HOMO (alpha / beta) in eV: -9.968 / -10.985

Mulliken population analysis, charges in e, atoms 1 to 5: -0.455, -0.913, -0.634, 0.849, -0.027


No. 3
Formula: C36H24N10O4Sn
Source: OMol25
Level of theory: ωB97M-V/def2-TZVPD

Positions of all 75 atoms, in Å:
Sn: 0.877 0.016 -0.131
O: 0.200 2.111 3.652
C: 0.427 1.728 2.511
N: -0.354 0.989 1.682
C: -1.693 0.766 2.029
C: -2.112 0.901 3.370
C: -3.413 0.708 3.780
C: -4.395 0.354 2.878
C: -4.038 0.206 1.557
C: -2.733 0.411 1.116
N: -2.608 0.226 -0.320
C: -2.364 1.267 -1.202
O: -2.047 2.369 -0.830
C: -2.513 0.915 -2.678
C: -3.566 1.429 -3.419
C: -3.647 1.104 -4.764
C: -2.655 0.316 -5.324
C: -1.629 -0.132 -4.509
N: -1.568 0.147 -3.212
C: 1.736 2.177 1.896
C: 2.699 2.762 2.707
C: 3.863 3.232 2.128
C: 4.025 3.121 0.753
C: 3.025 2.513 0.023
N: 1.907 2.057 0.583
H: -1.372 1.158 4.107
H: -3.658 0.820 4.828
H: -5.418 0.193 3.189
H: -4.798 -0.062 0.832
H: -4.308 2.060 -2.947
H: -4.471 1.463 -5.365
H: -2.681 0.048 -6.371
H: -0.821 -0.743 -4.896
H: 2.518 2.816 3.770
H: 4.640 3.683 2.731
H: 4.919 3.475 0.260
H: 3.118 2.371 -1.048
C: 1.030 -6.772 -5.980
O: 1.819 -5.691 -5.525
C: 2.599 -5.890 -4.432
C: 3.396 -4.811 -4.049
C: 4.199 -4.891 -2.934
C: 4.245 -6.071 -2.181
C: 3.486 -7.158 -2.597
C: 2.652 -7.071 -3.701
N: 5.126 -6.262 -1.091
N: 5.384 -5.390 -0.244
C: 4.694 -4.178 -0.085
C: 5.464 -3.060 0.180
C: 4.903 -1.794 0.321
C: 3.531 -1.593 0.234
O: 3.005 -0.403 0.344
C: 2.703 -2.749 0.032
N: 1.365 -2.548 0.000
C: 0.561 -3.579 -0.109
C: 1.025 -4.900 -0.139
C: 2.375 -5.129 -0.111
C: 3.273 -4.042 -0.085
H: 0.516 -6.410 -6.867
H: 0.291 -7.073 -5.232
H: 1.645 -7.636 -6.246
H: 3.358 -3.908 -4.644
H: 4.820 -4.051 -2.653
H: 3.527 -8.071 -2.016
H: 2.057 -7.929 -3.981
H: 6.540 -3.183 0.208
H: 5.530 -0.929 0.492
H: -0.503 -3.365 -0.144
H: 0.323 -5.722 -0.161
H: 2.751 -6.141 -0.078
N: -3.121 -0.911 -0.865
C: -3.677 -1.890 -0.446
N: -4.045 -3.039 -0.262
C: -5.144 -3.731 -0.077
N: -6.049 -4.428 0.087

Lowest unoccupied orbital energy in eV: -0.40
Strongest force on any atom in eV Å⁻¹: 1.1
Calculated total energy in eV: -66640.6849
Gap between HOMO and LUMO in eV: 7.070
E_HOMO in eV: -7.472

Mulliken population analysis, charges in e, atoms 1 to 5: 0.808, -0.757, 0.393, 0.211, -0.427


No. 4
Formula: C36H25AsCl3N5O8RuS2
Source: OMol25
Level of theory: ωB97M-V/def2-TZVPD

Positions of all 81 atoms, in Å:
Ru: 0.232 -0.047 -0.407
C: -4.038 -1.385 -0.996
C: -2.790 -0.842 -1.224
N: -1.870 -0.716 -0.260
C: -2.182 -1.107 1.014
C: -3.455 -1.630 1.334
C: -4.379 -1.793 0.286
C: -3.749 -1.921 2.685
C: -2.822 -1.656 3.671
C: -1.562 -1.149 3.362
C: -1.199 -0.923 2.029
N: 0.001 -0.424 1.589
C: 1.125 -0.175 2.390
C: 1.532 -0.910 3.467
C: 2.694 -0.549 4.194
C: 3.448 0.523 3.835
C: 3.088 1.273 2.685
C: 3.853 2.352 2.188
C: 3.481 2.977 1.043
C: 2.334 2.516 0.357
N: 1.597 1.541 0.793
C: 1.947 0.914 1.956
H: -4.739 -1.465 -1.817
H: -2.510 -0.473 -2.203
H: -5.354 -2.218 0.496
H: -4.725 -2.319 2.937
H: -3.081 -1.832 4.709
H: -0.872 -0.901 4.154
H: 0.986 -1.804 3.734
H: 2.995 -1.158 5.037
H: 4.343 0.788 4.389
H: 4.742 2.665 2.728
H: 4.054 3.801 0.637
H: 2.028 2.973 -0.580
O: 3.464 -0.426 -3.407
As: 3.417 -1.215 -1.784
O: 4.945 -1.273 -1.200
O: 2.288 -0.225 -0.975
C: 2.731 -2.899 -2.533
C: 3.152 -3.188 -3.831
C: 2.724 -4.341 -4.478
C: 1.861 -5.222 -3.843
C: 1.441 -4.964 -2.546
C: 1.885 -3.824 -1.887
S: 1.261 -3.507 -0.257
O: 0.759 -4.742 0.282
O: 2.407 -2.919 0.415
O: 0.214 -2.506 -0.557
H: 4.168 0.234 -3.321
H: 3.811 -2.492 -4.326
H: 3.070 -4.553 -5.484
H: 1.523 -6.117 -4.354
H: 0.786 -5.647 -2.019
Cl: -0.251 5.278 0.580
C: -1.605 4.298 -0.067
Cl: -1.705 4.583 -1.829
Cl: -3.121 4.859 0.672
C: -1.331 2.776 0.327
O: -1.555 2.512 1.494
O: -0.939 2.061 -0.642
S: 0.649 0.293 -7.091
C: 0.354 0.241 -5.323
C: 0.192 -0.973 -4.688
C: 0.054 -0.988 -3.309
N: 0.081 0.130 -2.579
C: 0.180 1.307 -3.199
C: 0.318 1.401 -4.574
C: 2.429 0.465 -7.059
C: 3.240 -0.596 -6.694
C: 4.615 -0.399 -6.660
N: 5.207 0.755 -6.979
C: 4.410 1.764 -7.338
C: 3.025 1.671 -7.389
H: 0.207 -1.904 -5.240
H: -0.037 -1.913 -2.750
H: 0.147 2.181 -2.562
H: 0.414 2.371 -5.045
H: 2.812 -1.550 -6.410
H: 5.271 -1.207 -6.351
H: 4.901 2.700 -7.588
H: 2.422 2.524 -7.677

Charge: -1
Lowest unoccupied orbital energy (alpha / beta) in eV: 1.83 / 1.28
Multiplicity: 6
Strongest force on any atom in eV Å⁻¹: 2.1
Calculated total energy in eV: -184229.1791
Gap between HOMO and LUMO (alpha / beta) in eV: 6.525 / 6.203
E_HOMO (alpha / beta) in eV: -4.693 / -4.927

Mulliken population analysis, charges in e, atoms 1 to 5: 1.390, -1.067, -0.577, 0.839, 0.012


No. 5
Formula: C36H25BrF3I2N4O5Tl
Source: OMol25
Level of theory: ωB97M-V/def2-TZVPD

Positions of all 77 atoms, in Å:
Tl: -0.394 -0.125 -1.663
I: -6.993 0.791 2.753
C: -5.437 0.990 1.364
C: -5.710 0.904 0.007
C: -4.673 1.040 -0.894
I: -5.059 0.943 -2.945
C: -3.318 1.265 -0.513
O: -2.381 1.398 -1.364
C: -3.099 1.356 0.900
C: -1.701 1.609 1.382
N: -0.859 0.433 1.190
C: 0.444 0.523 1.814
C: 1.332 1.522 1.104
C: 2.053 2.478 1.808
C: 2.866 3.355 1.109
C: 2.935 3.254 -0.270
C: 2.172 2.280 -0.896
N: 1.392 1.437 -0.224
C: -4.137 1.216 1.802
H: -6.719 0.735 -0.345
H: -1.726 1.916 2.441
H: -1.257 2.429 0.815
H: -1.337 -0.407 1.488
H: 0.912 -0.464 1.762
H: 0.393 0.804 2.878
H: 1.959 2.537 2.884
H: 3.427 4.119 1.635
H: 3.544 3.926 -0.859
H: 2.144 2.175 -1.976
H: -3.927 1.293 2.863
Br: -0.867 -3.165 1.713
C: -0.379 -3.770 -0.030
C: -1.377 -4.394 -0.726
C: -1.213 -4.636 -2.104
C: -0.119 -4.144 -2.749
C: 0.912 -3.467 -2.046
C: 1.932 -2.791 -2.747
C: 2.845 -2.045 -2.044
C: 2.898 -2.074 -0.651
C: 2.016 -2.878 0.084
C: 0.862 -3.404 -0.621
H: -2.313 -4.620 -0.235
H: -2.000 -5.137 -2.654
H: -0.032 -4.223 -3.826
H: 1.928 -2.808 -3.829
H: 3.582 -1.456 -2.578
H: 3.715 -1.583 -0.145
O: -0.258 2.462 -5.307
C: -0.289 2.424 -4.073
O: 0.363 1.656 -3.301
C: -1.217 3.424 -3.378
C: -2.314 3.938 -4.053
C: -3.189 4.822 -3.432
C: -2.950 5.244 -2.137
C: -1.829 4.748 -1.489
C: -0.978 3.827 -2.072
N: -1.542 5.223 -0.131
O: -2.356 5.956 0.407
O: -0.500 4.880 0.394
H: -2.473 3.617 -5.074
H: -4.062 5.185 -3.959
H: -3.604 5.936 -1.627
H: -0.148 3.414 -1.522
F: 3.826 -4.559 5.957
C: 4.498 -4.700 4.732
F: 5.688 -4.076 4.977
F: 4.761 -6.045 4.705
C: 3.823 -4.215 3.557
C: 3.891 -2.853 3.163
C: 3.151 -2.353 2.152
N: 2.252 -3.172 1.391
C: 2.005 -4.475 1.948
C: 2.768 -4.964 2.940
H: 4.528 -2.161 3.701
H: 3.159 -1.306 1.891
H: 1.220 -5.052 1.492
H: 2.542 -5.966 3.284

Charge: -2
Lowest unoccupied orbital energy in eV: 3.39
Strongest force on any atom in eV Å⁻¹: 0.2
Calculated total energy in eV: -153026.2318
Gap between HOMO and LUMO in eV: 4.083
E_HOMO in eV: -0.696

Mulliken population analysis, charges in e, atoms 1 to 5: 1.072, -0.045, -0.347, -0.356, -0.122


No. 6
Formula: C36H25Cl2N4O2RuSe
Source: OMol25
Level of theory: ωB97M-V/def2-TZVPD

Positions of all 71 atoms, in Å:
Ru: 0.711 0.456 -0.611
Se: 3.778 -1.058 -1.365
N: 2.817 0.244 -0.575
C: 3.662 1.224 -0.243
C: 3.341 2.426 0.465
C: 4.341 3.294 0.738
C: 5.705 3.058 0.346
C: 6.058 1.932 -0.305
C: 5.037 0.972 -0.613
N: 5.273 -0.167 -1.232
H: 2.328 2.627 0.770
H: 4.110 4.205 1.276
H: 6.454 3.799 0.590
H: 7.076 1.723 -0.601
Cl: -1.635 5.261 2.997
C: -0.885 3.746 3.380
C: -0.127 3.656 4.527
C: 0.494 2.460 4.857
C: 0.372 1.380 4.009
C: -0.376 1.497 2.846
Cl: -0.376 0.070 1.815
C: -1.065 2.663 2.498
N: -1.825 2.854 1.361
C: -2.509 1.890 0.609
C: -3.472 1.058 1.354
C: -4.195 0.125 0.745
C: -3.858 -0.261 -0.665
C: -3.269 0.874 -1.525
C: -2.450 1.869 -0.733
C: -1.652 2.924 -1.512
C: -0.247 2.434 -1.388
O: 0.422 2.572 -0.326
O: 0.182 1.576 -2.232
H: -0.036 4.524 5.165
H: 1.077 2.378 5.764
H: 0.863 0.442 4.228
H: -1.752 3.781 0.973
H: -3.630 1.310 2.396
H: -4.962 -0.419 1.282
H: -4.722 -0.681 -1.183
H: -4.072 1.425 -2.029
H: -1.761 3.926 -1.099
H: -1.948 2.938 -2.559
C: -0.440 -1.135 -1.475
C: 0.592 -1.677 -1.056
C: 1.464 -2.805 -0.775
C: 1.742 -3.724 -1.785
C: 2.587 -4.793 -1.531
C: 3.152 -4.949 -0.271
C: 2.866 -4.039 0.740
C: 2.028 -2.967 0.489
H: 1.297 -3.592 -2.763
H: 2.803 -5.506 -2.315
H: 3.812 -5.783 -0.076
H: 3.298 -4.167 1.724
H: 1.811 -2.245 1.268
C: -2.463 0.106 -2.589
C: -1.875 -1.160 -1.911
C: -1.962 -2.327 -2.874
C: -2.537 -3.479 -2.558
C: -3.130 -3.698 -1.227
C: -3.221 -2.711 -0.336
C: -2.726 -1.331 -0.615
C: -3.619 -5.017 -0.904
N: -3.994 -6.073 -0.648
H: -1.705 0.697 -3.094
H: -3.166 -0.243 -3.347
H: -1.532 -2.171 -3.857
H: -2.591 -4.285 -3.278
H: -3.668 -2.896 0.634
H: -2.099 -1.041 0.230

Charge: +1
Lowest unoccupied orbital energy (alpha / beta) in eV: -4.26 / -4.01
Strongest force on any atom in eV Å⁻¹: 0.9
Calculated total energy in eV: -140756.5806
Gap between HOMO and LUMO (alpha / beta) in eV: 6.616 / 6.895
E_HOMO (alpha / beta) in eV: -10.877 / -10.908

Mulliken population analysis, charges in e, atoms 1 to 5: 0.366, 0.448, -0.243, 1.066, -0.605


Relative energy (zero: lowest compared OMol25 entry of this formula, charge and spin) in kJ/mol, matching the order above: 119.8; 4.8; 162.5; 128.5; 20.7; 130.1